[1]
ORCA calculation (ωB97M-V/def2-TZVPD) on the molecule C4H10O.

Its charge is 0. The SMILES is CC(C)(C)O. The value obtained for the total energy is -6357.7974 eV. The calculation puts the max |F| at 0.005 Eh/bohr. The relative energy (zero: lowest compared OMol25 entry of this formula, charge and spin) is 0.1 kcal per mole. The value obtained for the gap between HOMO and LUMO is 11.2 eV.

```
15
C4H10O | OMol25 | ωB97M-V/def2-TZVPD
C -0.01145 1.37539 0.61268
C -0.07451 -0.08315 0.16319
C 1.31680 -0.64679 -0.14151
C -0.98404 -0.23384 -1.05668
O -0.63457 -0.78710 1.27595
H 0.13850 2.05472 -0.23305
H -0.95509 1.63998 1.10266
H 0.79814 1.53216 1.33276
H 1.95934 -0.57349 0.74165
H 1.24195 -1.70662 -0.41498
H 1.80154 -0.12188 -0.97354
H -0.56596 0.29434 -1.92031
H -1.08639 -1.29178 -1.33652
H -1.98130 0.16685 -0.84684
H -0.96079 -1.63471 0.94929
```

Atom charges from the Löwdin analysis, given in e for atoms 1 to 6:
1. C -0.04
2. C -0.69
3. C -0.04
4. C -0.05
5. O -0.04
6. H 0.09



[2]
ORCA calculation (ωB97M-V/def2-TZVPD) on a cluster of 2 separate species, C4H10O in total.

Its charge is 0. The SMILES is C/C=C/OC.[H][H]. The value obtained for the total energy is -6355.1876 eV. The calculation puts the max |F| at 0.012 Eh/bohr. The relative energy (zero: lowest compared OMol25 entry of this formula, charge and spin) is 60.3 kcal per mole. The value obtained for the gap between HOMO and LUMO is 9.5 eV.

```
15
C4H10O | OMol25 | ωB97M-V/def2-TZVPD
C -1.66701 0.15987 1.11643
C -0.80107 -0.56613 0.12108
C 0.42511 -0.09366 -0.05417
O 1.40841 -0.71946 -0.74066
C 2.65766 -0.08019 -0.60856
H -1.88500 1.19794 0.83573
H -2.79587 0.45568 -1.01320
H -2.61743 -0.34508 1.30724
H -2.15849 0.21561 -1.32554
H -1.12991 -1.50342 -0.31953
H -1.09809 0.17725 2.04466
H 0.69042 0.87139 0.38772
H 3.38119 -0.69939 -1.13539
H 2.63324 0.91876 -1.06089
H 2.95685 0.01084 0.44509
```

Atom charges from the Löwdin analysis, given in e for atoms 1 to 6:
1. C -0.17
2. C -0.22
3. C -0.21
4. O -0.13
5. C -0.10
6. H 0.06



[3]
ORCA calculation (ωB97M-V/def2-TZVPD) on the molecule C4H10O in a non-equilibrium geometry.

Its charge is 0. The SMILES is CC[C@@H](C)O. The value obtained for the total energy is -6357.4133 eV. The calculation puts the max |F| at 0.023 Eh/bohr. The relative energy (zero: lowest compared OMol25 entry of this formula, charge and spin) is 9.0 kcal per mole. The value obtained for the gap between HOMO and LUMO is 11.1 eV.

```
15
C4H10O | OMol25 | ωB97M-V/def2-TZVPD
C 2.05469 0.04749 -0.37995
C 0.67102 -0.51712 -0.02837
C -0.56600 0.38757 -0.15819
C -1.86336 -0.43982 -0.41840
O -0.59077 1.16658 1.03280
H 2.34852 0.88761 0.25832
H 2.09844 0.37905 -1.42334
H 2.82055 -0.73231 -0.25842
H 0.48822 -1.39923 -0.64721
H 0.68737 -0.85843 1.01702
H -0.59185 0.99205 -1.05787
H -1.82424 -0.93970 -1.40327
H -1.98138 -1.20314 0.34872
H -2.77117 0.18415 -0.43860
H -1.02018 2.01530 0.87853
```

Atom charges from the Löwdin analysis, given in e for atoms 1 to 6:
1. C -0.10
2. C -0.22
3. C -0.45
4. C -0.06
5. O -0.04
6. H 0.07



[4]
ORCA calculation (ωB97M-V/def2-TZVPD) on a cluster of 2 separate species, C4H10O in total in a non-equilibrium geometry.

Its charge is 0. The SMILES is CC=O.CC. The value obtained for the total energy is -6356.6845 eV. The calculation puts the max |F| at 0.046 Eh/bohr. The relative energy (zero: lowest compared OMol25 entry of this formula, charge and spin) is 25.8 kcal per mole. The value obtained for the gap between HOMO and LUMO is 11.0 eV.

```
15
C4H10O | OMol25 | ωB97M-V/def2-TZVPD
C 3.61277 -1.54852 0.13599
C 2.84569 -0.54030 -0.78556
H 3.22295 -1.66020 1.13646
H 3.63249 -2.51536 -0.34525
H 4.66265 -1.25736 0.23975
H 2.82466 0.54066 -0.52324
H 1.83246 -0.94773 -0.79065
H 3.29160 -0.65975 -1.76813
O -2.67867 -0.04885 1.08638
C -3.67498 0.62734 0.99358
C -3.77742 1.75281 0.02508
H -4.53466 0.24499 1.57979
H -2.73710 1.83000 -0.37828
H -4.41460 1.40962 -0.84439
H -4.10783 2.77265 0.23847
```

Atom charges from the Löwdin analysis, given in e for atoms 1 to 6:
1. C -0.17
2. C -0.16
3. H 0.05
4. H 0.05
5. H 0.05
6. H 0.07



[5]
ORCA calculation (ωB97M-V/def2-TZVPD) on a cluster of 2 separate species, C4H10O in total.

Its charge is 0. The value obtained for the total energy is -6354.4791 eV. The calculation puts the max |F| at 0.009 Eh/bohr. The relative energy (zero: lowest compared OMol25 entry of this formula, charge and spin) is 76.6 kcal per mole. The value obtained for the gap between HOMO and LUMO is 9.6 eV.

```
15
C4H10O | OMol25 | ωB97M-V/def2-TZVPD
C 1.53946 0.83494 -1.52675
C 0.88268 -0.23139 -0.65751
C 0.20671 0.35288 0.57686
C -1.92473 -1.47763 1.33110
O -2.78345 -0.51664 1.59484
H 0.79550 1.54966 -1.89891
H 2.28582 1.39840 -0.95350
H 2.04175 0.38756 -2.39057
H 0.14512 -0.78796 -1.25344
H 1.63369 -0.96674 -0.34124
H -0.61712 1.02923 0.31786
H 0.91160 0.89090 1.22187
H -1.92527 -1.49081 0.21302
H -0.21508 -0.44941 1.18752
H -2.81187 -0.40091 2.55739
```

Atom charges from the Löwdin analysis, given in e for atoms 1 to 6:
1. C -0.13
2. C -0.32
3. C -0.14
4. C -0.02
5. O -0.06
6. H 0.07



[6]
ORCA calculation (ωB97M-V/def2-TZVPD) on a structure of composition C4H10O in a non-equilibrium geometry.

Its charge is 0. The value obtained for the total energy is -6354.2132 eV. The calculation puts the max |F| at 0.053 Eh/bohr. The relative energy (zero: lowest compared OMol25 entry of this formula, charge and spin) is 82.8 kcal per mole. The value obtained for the gap between HOMO and LUMO is 9.2 eV.

```
15
C4H10O | OMol25 | ωB97M-V/def2-TZVPD
C -1.67713 0.14753 1.04680
C -0.87943 -0.52951 -0.03266
C 0.36693 -0.07760 -0.08409
O 1.38633 -0.72143 -0.67832
C 2.61829 -0.04990 -0.57849
H -1.85197 1.22153 0.89652
H -2.66533 0.42576 -0.81109
H -2.60318 -0.36388 1.31817
H -1.97922 0.18928 -1.20903
H -1.18070 -1.51123 -0.37807
H -0.95316 0.03079 1.84733
H 0.58668 0.90788 0.34550
H 3.35060 -0.70689 -1.04431
H 2.58274 0.91021 -1.10825
H 2.89856 0.12745 0.46998
```

Atom charges from the Löwdin analysis, given in e for atoms 1 to 6:
1. C -0.19
2. C -0.28
3. C -0.22
4. O -0.12
5. C -0.10
6. H 0.07



[7]
ORCA calculation (ωB97M-V/def2-TZVPD) on a structure of composition C4H10O2.

Its charge is 0. The value obtained for the total energy is -8399.9653 eV. The calculation puts the max |F| at 0.009 Eh/bohr. The relative energy (zero: lowest compared OMol25 entry of this formula, charge and spin) is 128.7 kcal per mole. The value obtained for the gap between HOMO and LUMO is 9.3 eV.

```
16
C4H10O2 | OMol25 | ωB97M-V/def2-TZVPD
C 3.00003 -0.14622 -0.10822
O 1.76037 0.48535 -0.29686
C 0.70277 -0.26026 0.25170
C -0.59482 0.48702 -0.02235
O -1.55758 -0.45432 -0.52539
C -2.62404 0.11301 -1.05599
H 3.75591 0.46549 -0.60530
H 3.25130 -0.23306 0.96059
H 3.00765 -1.15544 -0.54933
H 0.63638 -1.25397 -0.21940
H 0.86174 -0.41446 1.33156
H -1.01503 0.94624 0.88087
H -0.42578 1.26489 -0.77090
H -3.80337 0.06035 0.42256
H -3.46771 0.67415 0.01060
H -3.28306 -0.71912 -1.38200
```

Atom charges from the Löwdin analysis, given in e for atoms 1 to 6:
1. C -0.12
2. O -0.19
3. C -0.21
4. C -0.16
5. O -0.20
6. C -0.08



[8]
ORCA calculation (ωB97M-V/def2-TZVPD) on a cluster of 2 separate species, C4H10O2 in total in a non-equilibrium geometry.

Its charge is 0. The SMILES is C=CO.CCO. The value obtained for the total energy is -8403.1280 eV. The calculation puts the max |F| at 0.038 Eh/bohr. The relative energy (zero: lowest compared OMol25 entry of this formula, charge and spin) is 55.8 kcal per mole. The value obtained for the gap between HOMO and LUMO is 9.9 eV.

```
16
C4H10O2 | OMol25 | ωB97M-V/def2-TZVPD
C -1.19953 1.69386 -0.31801
O -0.53604 2.73783 0.38398
C -0.87560 1.69390 -1.77141
H -0.80053 0.76121 0.12012
H -2.26605 1.57622 -0.10110
H -0.60976 3.50081 -0.17412
H 0.20890 1.79584 -1.81186
H -1.33472 0.89344 -2.35223
H -1.19718 2.62470 -2.29005
C 2.00571 -2.88317 0.98873
C 0.84176 -2.62248 1.59003
O -0.08166 -1.66183 1.19301
H 2.85661 -3.15304 1.59711
H 2.01677 -2.65148 -0.07566
H 0.52950 -3.04765 2.52948
H 0.44181 -1.25815 0.49197
```

Atom charges from the Löwdin analysis, given in e for atoms 1 to 6:
1. C -0.34
2. O -0.06
3. C -0.10
4. H 0.10
5. H 0.11
6. H 0.06



[9]
ORCA calculation (ωB97M-V/def2-TZVPD) on a cluster of 2 separate species, C4H10O2 in total.

Its charge is 0. The value obtained for the total energy is -8401.1748 eV. The calculation puts the max |F| at 0.009 Eh/bohr. The relative energy (zero: lowest compared OMol25 entry of this formula, charge and spin) is 100.8 kcal per mole. The value obtained for the gap between HOMO and LUMO (spin up / spin down) is 7.5 / 8.2 eV.

```
16
C4H10O2 | OMol25 | ωB97M-V/def2-TZVPD
C 1.65416 1.11230 -0.19596
O 1.20375 -0.17227 -0.08986
C 0.55837 -0.83378 -0.95545
C 0.00625 -2.15880 -0.57650
C -1.66155 1.17619 0.43196
O -1.13941 1.52804 -0.82737
H 2.40066 1.28552 0.57164
H 1.92148 1.38458 -1.21710
H -0.89514 0.72127 1.07651
H 0.39641 -0.38474 -1.93307
H 0.37661 -2.95007 -1.24002
H -1.08846 -2.15960 -0.65294
H 0.28388 -2.39927 0.45255
H -2.46760 0.45162 0.27947
H -2.07845 2.04151 0.96719
H -0.23244 1.85316 -0.64276
```

Atom charges from the Löwdin analysis, given in e for atoms 1 to 6:
1. C -0.08
2. O -0.11
3. C -0.19
4. C -0.04
5. C -0.18
6. O -0.16



[10]
ORCA calculation (ωB97M-V/def2-TZVPD) on a cluster of 2 separate species, C4H10O2 in total.

Its charge is 0. The value obtained for the total energy is -8399.9200 eV. The calculation puts the max |F| at 0.006 Eh/bohr. The relative energy (zero: lowest compared OMol25 entry of this formula, charge and spin) is 129.8 kcal per mole. The value obtained for the gap between HOMO and LUMO is 9.2 eV.

```
16
C4H10O2 | OMol25 | ωB97M-V/def2-TZVPD
C 2.97935 -0.15092 -0.02717
O 1.74256 0.48655 -0.21518
C 0.68783 -0.22715 0.38138
C -0.61447 0.51375 0.10017
O -1.55458 -0.42232 -0.43995
C -2.68281 0.13375 -0.87617
H 3.73433 0.44199 -0.54813
H 3.24469 -0.21425 1.04015
H 2.97363 -1.17066 -0.44358
H 0.60923 -1.23986 -0.04515
H 0.86557 -0.33585 1.46400
H -1.05023 0.95006 1.00814
H -0.43375 1.31151 -0.62581
H -3.77731 -0.05703 0.47909
H -3.43371 0.65016 0.07280
H -3.29036 -0.66972 -1.32459
```

Atom charges from the Löwdin analysis, given in e for atoms 1 to 6:
1. C -0.12
2. O -0.19
3. C -0.21
4. C -0.16
5. O -0.20
6. C -0.10



[11]
ORCA calculation (ωB97M-V/def2-TZVPD) on the molecule C4H10O2.

Its charge is 0. The SMILES is COC[C@@H](C)O. The value obtained for the total energy is -8404.4457 eV. The calculation puts the max |F| at 0.008 Eh/bohr. The relative energy (zero: lowest compared OMol25 entry of this formula, charge and spin) is 25.4 kcal per mole. The value obtained for the gap between HOMO and LUMO is 11.0 eV.

```
16
C4H10O2 | OMol25 | ωB97M-V/def2-TZVPD
C -1.77821 -1.03884 -1.55865
O -1.04768 -0.99097 -0.35959
C -0.23123 0.15790 -0.29446
C 0.61109 0.11068 0.97984
C 1.98121 0.72780 0.75773
O 0.00074 0.82409 2.04396
H -2.52140 -0.22846 -1.61597
H -1.11609 -0.95700 -2.43639
H -2.29281 -2.00145 -1.59757
H -0.84386 1.07578 -0.28130
H 0.41264 0.19876 -1.18799
H 0.72035 -0.95179 1.24804
H 2.56893 0.69390 1.67898
H 1.88463 1.77529 0.44877
H 2.51662 0.17801 -0.02526
H -0.86491 0.42630 2.19986
```

Atom charges from the Löwdin analysis, given in e for atoms 1 to 6:
1. C -0.12
2. O -0.19
3. C -0.21
4. C -0.42
5. C -0.05
6. O -0.04



[12]
ORCA calculation (ωB97M-V/def2-TZVPD) on a cluster of 2 separate species, C4H10O2 in total in a non-equilibrium geometry.

Its charge is 0. The SMILES is C1CCOC1.O. The value obtained for the total energy is -8404.1875 eV. The calculation puts the max |F| at 0.035 Eh/bohr. The relative energy (zero: lowest compared OMol25 entry of this formula, charge and spin) is 31.4 kcal per mole. The value obtained for the gap between HOMO and LUMO is 10.9 eV.

```
16
C4H10O2 | OMol25 | ωB97M-V/def2-TZVPD
O -0.59476 0.86396 0.91923
C 0.00000 0.00000 0.00000
C 0.44827 1.75558 1.32907
C 0.93339 0.94405 -0.84199
C 1.05657 2.22999 0.00722
H 0.61153 -0.77451 0.50163
H -0.69976 -0.51550 -0.68559
H 0.11722 2.62907 1.92309
H 1.15749 1.17541 1.95025
H 1.92479 0.48724 -1.02610
H 0.43524 1.07355 -1.82205
H 0.46706 2.98903 -0.54213
H 2.03164 2.68485 0.26758
O -0.22562 -0.92194 -3.32617
H 0.33243 -1.68915 -3.58740
H -0.12577 -0.86390 -2.34898
```

Atom charges from the Löwdin analysis, given in e for atoms 1 to 6:
1. O -0.13
2. C -0.23
3. C -0.20
4. C -0.17
5. C -0.17
6. H 0.12